# 1
C5H8IP | ωB97M-V/def2-TZVPD

Its HOMO energy is -6.10 eV. The calculation puts the orbital gap at 3.50 eV.

```
! wB97M-V def2-TZVPD RIJCOSX def2/J DEFGRID3
* xyz 0 1
C -0.99479 1.95095 0.21158
C -0.95604 0.45144 0.31274
C 0.32825 -0.17089 -0.28621
C 1.47403 -0.08038 0.64739
C 0.05198 -1.65219 -0.61969
P -2.32199 2.86294 -0.21045
I 3.41403 0.16077 -0.04220
H -0.05620 2.43135 0.47957
H -1.02066 0.16696 1.37096
H -1.83209 0.03302 -0.19128
H 0.56459 0.34840 -1.22058
H 1.38507 -0.46243 1.64975
H -0.21846 -2.19834 0.28164
H 0.94251 -2.10979 -1.04573
H -0.76023 -1.73182 -1.33750
*
```

---

# 2
C5H7NO | ωB97M-V/def2-TZVPD

Its SMILES is C1=NO[C@H]2CC[C@H]12. Its HOMO energy is -9.39 eV. The calculation puts the orbital gap at 10.44 eV.

```
! wB97M-V def2-TZVPD RIJCOSX def2/J DEFGRID3
* xyz 0 1
C 1.13864 -0.91692 -0.10341
C 1.23015 0.61605 0.08992
C -0.24768 0.61943 -0.37099
C -1.71025 0.94606 0.03265
C -0.29342 -0.76986 0.17196
H 1.43565 -1.32026 -1.15661
H 1.73143 -1.44028 0.55915
H 1.97659 1.23495 -0.42221
H 1.26235 0.66371 1.20839
H -0.06286 0.45283 -1.43922
H -2.21084 1.91327 0.23676
H -0.22587 -0.53295 1.32266
N -2.37655 -0.17585 -0.00897
O -1.64734 -1.29019 -0.12008
*
```

---

# 3
C12H30F12N2O4P2Sr | ωB97M-V/def2-TZVPD

Its HOMO energy is -10.24 eV. The calculation puts the orbital gap at 8.42 eV.

```
! wB97M-V def2-TZVPD RIJCOSX def2/J DEFGRID3
* xyz 0 1
Sr 23.81798 13.12136 28.33128
P 27.62356 17.68408 28.41295
F 28.17462 17.16157 26.93773
F 26.50163 18.54671 27.60164
F 26.58953 16.44245 28.37116
F 27.03985 18.07363 29.89953
F 28.82819 16.80657 29.06546
F 28.58190 18.98516 28.60794
P 20.96829 9.56785 27.73043
F 22.16528 9.87452 28.74161
F 19.88307 9.04472 28.92337
F 20.55799 11.09623 28.07623
F 19.87946 9.30031 26.58847
F 21.99328 10.17994 26.68659
F 21.62691 8.09048 27.48510
C 30.14337 11.10276 23.34523
O 29.05768 11.15513 24.25474
C 29.45501 11.70298 25.51205
C 28.24875 12.30735 26.28152
N 27.17868 11.34343 26.68143
C 27.63438 10.35975 27.74958
C 28.07051 11.06629 29.09203
O 27.03672 11.96709 29.55127
C 27.56122 12.74481 30.65283
H 30.89872 10.46241 23.80075
H 30.52264 12.07040 23.01672
H 29.92486 10.52418 22.44768
H 30.11705 12.55338 25.34889
H 30.04240 10.96176 26.05394
H 27.82602 13.03265 25.58629
H 28.58131 12.85235 27.16497
H 27.01648 10.65929 25.95635
H 28.46202 9.71991 27.44345
H 26.83442 9.66296 27.99989
H 29.02658 11.57047 28.95120
H 28.23273 10.30421 29.85427
H 26.83424 13.53363 30.84611
H 28.50915 13.22778 30.41562
H 27.75806 12.21493 31.58481
C 21.96357 12.96962 31.85552
O 22.34663 13.80101 30.72417
C 21.83472 15.15565 31.04615
C 21.98107 16.14922 29.91571
N 21.43789 15.44780 28.74145
C 21.67669 16.22653 27.54538
C 21.69976 15.36451 26.28235
O 22.92858 14.64462 26.10347
C 22.92817 13.93801 24.84120
H 20.91239 12.71830 31.71430
H 22.03404 13.43139 32.84036
H 22.46244 12.00074 31.87771
H 22.46747 15.55796 31.83727
H 20.81582 15.14580 31.43324
H 23.01676 16.46959 29.80261
H 21.37297 17.02648 30.13647
H 20.44888 15.51595 28.93462
H 22.62575 16.74138 27.69473
H 20.93914 17.02014 27.42577
H 21.62385 16.16312 25.54442
H 20.82977 14.73616 26.09156
H 23.92600 13.53161 24.67604
H 22.75598 14.49232 23.91860
H 22.18786 13.13832 24.86423
*
```

---

# 4
F8KN4NaO16S8 | ωB97M-V/def2-TZVPD

Its HOMO energy (spin up / spin down) is -6.67 / -6.65 eV. The calculation puts the orbital gap (spin up / spin down) at 6.35 / 2.20 eV.

```
! wB97M-V def2-TZVPD RIJCOSX def2/J DEFGRID3
* xyz -1 2
Na 0.91200 0.53086 -0.36409
K 2.89784 2.51315 -1.37868
N 1.34623 0.72075 -2.76439
S 2.02482 -0.78581 -3.27877
O 2.28145 -0.99854 -4.71821
O 1.57874 -1.90731 -2.47258
F 3.54091 -0.44938 -2.71023
S 0.21363 0.67212 -3.76538
O -0.85352 -0.34638 -3.61982
O 0.51548 1.24436 -5.05901
F -0.67416 1.89612 -3.21897
N 0.65774 2.40371 0.92160
S 1.45167 2.52038 2.42788
O 0.60092 2.20147 3.54944
O 2.52363 3.53939 2.70263
F 2.26120 1.11457 2.06095
S -0.22845 3.54569 1.19041
O 0.25992 4.89453 1.60964
O -1.51465 3.10048 1.64916
F -0.70109 3.93512 -0.36197
N -4.06177 0.68276 0.71811
S -2.53507 -0.03169 0.88419
O -1.43774 0.55923 0.17294
O -2.55429 -1.45266 0.99169
F -2.15610 0.48739 2.40388
S -4.13364 0.36292 -0.75835
O -4.14771 -0.99349 -1.15550
O -3.50729 1.36222 -1.65335
F -5.70516 0.85355 -0.93487
N 0.32999 -3.71675 2.46338
S 1.34113 -4.67350 1.50367
O 2.41250 -5.29121 2.34679
O 1.40428 -4.32902 0.07705
F 0.18420 -5.85313 1.47492
S 1.25364 -2.48813 2.16132
O 0.81466 -1.66961 0.96340
O 2.69755 -2.49919 2.49553
F 0.70657 -1.65514 3.44566
*
```

---

# 5
C5H7NO | ωB97M-V/def2-TZVPD

Its HOMO energy is -8.07 eV. The calculation puts the orbital gap at 7.65 eV.

```
! wB97M-V def2-TZVPD RIJCOSX def2/J DEFGRID3
* xyz 0 1
C -1.71378 0.44362 -0.30467
C -0.08690 -0.81424 0.35849
N 0.74051 -1.51268 1.18659
C 0.80210 0.01956 1.10415
C 1.15662 0.65665 -0.24028
C 0.01118 -0.23654 -0.96552
O -0.08243 -0.62588 -2.12056
H -1.72296 1.21780 -1.07412
H -1.89479 0.86688 0.68466
H -2.42987 -0.33769 -0.55871
H 1.42962 -2.09279 0.70521
H 0.62122 0.51977 2.04646
H 2.09340 0.30938 -0.68619
H 1.09460 1.74705 -0.26756
*
```

---

# 6
C4H7N3O | ωB97M-V/def2-TZVPD

Its HOMO energy (spin up / spin down) is -8.09 / -8.09 eV. The calculation puts the orbital gap (spin up / spin down) at 8.29 / 8.30 eV.

```
! wB97M-V def2-TZVPD RIJCOSX def2/J DEFGRID3
* xyz 0 1
C -0.25720 0.52367 0.92795
C -1.18450 -0.12408 -1.30576
C 1.00644 0.58167 1.76067
C 0.97515 -0.80695 -0.80683
N -1.41887 0.94243 1.27634
N -1.66703 -0.45640 -2.39103
N -0.16609 0.01162 -0.50527
O -2.34333 0.92196 0.42897
H 1.74000 1.16800 1.28702
H 1.45503 -0.44758 1.99219
H 0.67790 0.93449 2.75716
H 1.01165 -0.90227 -1.98653
H 1.78229 -0.30126 -0.31931
H 0.95596 -1.84074 -0.34120
H -2.56738 -0.20456 -2.77439
*
```

---

# 7
C60H120O30S15 | ωB97M-V/def2-TZVPD

Its HOMO energy is -9.89 eV. The calculation puts the orbital gap at 9.76 eV.

```
! wB97M-V def2-TZVPD RIJCOSX def2/J DEFGRID3
* xyz 0 1
C 1.16341 5.48097 4.57420
C 1.75490 6.64037 3.75420
C 0.95489 6.77858 2.47734
S 0.19210 5.13619 2.18249
O 0.63375 4.53407 0.93572
O -1.24252 5.32663 2.37888
C 0.82823 4.32592 3.58496
H 0.21221 5.76653 5.09736
H 1.79709 5.07030 5.38892
H 2.84399 6.49573 3.58303
H 1.73104 7.58493 4.32794
H 1.53102 7.16262 1.68134
H -0.03357 7.25106 2.52087
H 1.62246 3.69087 3.21494
H 0.00652 3.73428 4.01379
C -4.19015 -0.88932 4.20355
C -4.89411 -1.37624 5.57105
C -3.86770 -2.13570 6.41345
S -2.24584 -1.56110 5.85620
O -1.15401 -2.53102 6.09322
O -2.05746 -0.19501 6.35383
C -2.77826 -1.49445 4.14035
H -3.95910 0.15528 4.11674
H -4.59522 -1.29990 3.26363
H -5.79119 -1.87920 5.29207
H -5.07790 -0.43617 6.11621
H -3.92595 -3.20330 6.19857
H -3.87351 -2.01406 7.46305
H -2.80748 -2.51384 3.76482
H -2.05417 -0.91158 3.56040
C 3.94030 -3.57916 0.65703
C 4.70285 -2.35641 1.14117
C 5.04022 -2.48829 2.66441
S 5.20168 -4.19838 2.88586
O 4.95189 -4.70023 4.24286
O 6.43460 -4.65696 2.31206
C 3.88583 -4.60255 1.78661
H 4.48072 -4.09410 -0.19299
H 2.91897 -3.23719 0.36444
H 4.20247 -1.37892 1.01164
H 5.64246 -2.23776 0.62308
H 4.29974 -2.04505 3.31202
H 5.98395 -2.00039 2.86848
H 2.94191 -4.52815 2.33826
H 3.97687 -5.70824 1.50868
C 0.90854 -7.37933 2.98645
C 0.73516 -7.14475 1.42991
C 0.25267 -5.69966 1.19819
S -0.24675 -5.08282 2.81169
O -1.56531 -4.52451 2.63268
O 0.82246 -4.24457 3.28367
C -0.21130 -6.64770 3.66236
H 1.83521 -7.02388 3.34383
H 0.91905 -8.40719 3.27773
H 0.00798 -7.89754 1.20324
H 1.61707 -7.27778 0.81578
H -0.53019 -5.64791 0.45458
H 1.04858 -5.05028 0.81737
H -1.14114 -7.22959 3.48562
H 0.05161 -6.51727 4.75491
C 1.94891 4.10988 -2.62138
C 2.88691 5.16859 -3.23888
C 3.81970 4.31327 -4.17088
S 2.64608 3.38618 -5.09409
O 3.20976 2.18192 -5.62596
O 1.94459 4.26745 -6.03726
C 1.52549 3.08354 -3.73081
H 1.11798 4.54934 -2.11598
H 2.53819 3.67404 -1.85812
H 3.50798 5.62864 -2.49110
H 2.48698 5.94822 -3.90635
H 4.50781 3.58882 -3.67905
H 4.37297 4.93494 -4.87044
H 1.80094 2.10685 -3.37634
H 0.46375 3.17620 -4.02618
C 2.27681 -1.44837 5.58678
C 1.35620 -1.22075 4.37542
C 0.84692 0.19507 4.50626
S 2.40176 1.09478 4.87594
O 2.13656 2.18117 5.78747
O 3.07042 1.48737 3.63711
C 3.19420 -0.26177 5.75408
H 2.88747 -2.33951 5.43977
H 1.71360 -1.75507 6.46116
H 0.57404 -1.96762 4.24143
H 1.97072 -1.38244 3.49390
H 0.12202 0.30181 5.39203
H 0.29582 0.54335 3.59347
H 3.35725 0.03138 6.77800
H 4.21708 -0.43847 5.31892
C -2.82825 2.53953 3.37560
C -4.09361 2.79914 4.13535
C -5.30994 2.56409 3.19456
S -4.69697 3.08055 1.60106
O -4.56797 4.53223 1.49044
O -5.43081 2.51494 0.50623
C -3.06501 2.37640 1.84962
H -2.39448 1.65941 3.85209
H -2.11170 3.32832 3.52153
H -4.09059 3.77787 4.57388
H -4.18991 2.11352 5.03225
H -6.16077 3.21739 3.40866
H -5.49391 1.47275 3.12340
H -2.32560 2.93175 1.27869
H -2.99874 1.30278 1.60567
C -3.59921 -4.09713 -0.05722
C -3.93550 -2.66502 0.42390
C -5.45674 -2.67719 0.69612
S -5.72069 -4.10819 1.64124
O -7.01112 -4.67907 1.45297
O -5.38820 -3.84669 3.03533
C -4.43321 -5.07326 0.85437
H -2.50275 -4.41772 0.07539
H -3.92318 -4.18948 -1.13064
H -3.65844 -1.91905 -0.33320
H -3.41429 -2.31278 1.32030
H -5.92241 -2.75411 -0.28386
H -5.85003 -1.82730 1.28219
H -4.94943 -5.82886 0.24100
H -3.83248 -5.54959 1.59748
C -0.84017 1.61119 -6.46332
C -0.86659 0.75747 -5.12174
C -0.81742 -0.68043 -5.57538
S 0.01316 -0.61902 -7.21940
O -0.92040 -0.90281 -8.24453
O 1.21267 -1.44979 -7.18614
C 0.39264 1.08743 -7.20655
H -0.64754 2.69903 -6.27082
H -1.80174 1.50902 -7.02387
H -1.76750 1.03699 -4.57701
H 0.02312 0.98195 -4.52177
H -1.80499 -1.17103 -5.70133
H -0.16294 -1.30690 -4.94092
H 0.47288 1.42271 -8.22057
H 1.26314 1.13855 -6.58197
C -3.73648 6.08018 -1.60960
C -2.64062 6.04406 -0.60805
C -1.51565 5.21987 -1.18584
S -2.24691 3.90887 -2.11355
O -2.23952 2.70912 -1.28434
O -1.67383 3.83724 -3.41730
C -3.85890 4.61592 -2.17021
H -3.45016 6.77465 -2.41821
H -4.70246 6.32072 -1.28398
H -2.95673 5.65702 0.35096
H -2.31288 7.02244 -0.34821
H -0.85706 4.87140 -0.42803
H -0.86521 5.72263 -1.88246
H -4.58152 4.13998 -1.49212
H -4.08225 4.77141 -3.23968
C 5.12470 -1.74826 -4.55725
C 5.95011 -1.33537 -3.32309
C 4.96275 -1.53485 -2.13346
S 3.47444 -0.72767 -2.70325
O 3.55920 0.69479 -2.30423
O 2.29173 -1.43993 -2.29915
C 3.86296 -0.91615 -4.45880
H 4.92584 -2.85193 -4.43912
H 5.67312 -1.51058 -5.42307
H 6.25665 -0.29739 -3.35199
H 6.81168 -1.95879 -3.25465
H 5.22203 -1.00967 -1.22145
H 4.75301 -2.59948 -1.96580
H 4.17260 0.03587 -4.81837
H 2.99920 -1.31797 -4.93278
C 5.19075 2.99852 1.64980
C 4.76951 2.97386 0.14247
C 6.07634 2.84023 -0.67663
S 6.95325 1.53560 0.24329
O 8.37458 1.82736 0.15834
O 6.54262 0.21168 -0.20700
C 6.14860 1.84295 1.86060
H 4.37888 2.77953 2.29209
H 5.67821 3.95310 1.80346
H 4.22763 3.91242 -0.14249
H 4.16652 2.14931 -0.06821
H 6.74644 3.65526 -0.70058
H 6.08660 2.29429 -1.61107
H 6.94751 1.96716 2.51706
H 5.65700 0.91237 2.18772
C -5.26582 1.76294 -3.60771
C -6.24178 0.95495 -4.39594
C -5.50586 -0.40601 -4.57933
S -4.47379 -0.62769 -3.15107
O -3.07801 -0.72046 -3.50710
O -5.01392 -1.69108 -2.31835
C -4.95723 0.96650 -2.36672
H -5.66409 2.76352 -3.39440
H -4.31106 1.93576 -4.16215
H -6.52980 1.44738 -5.33102
H -7.14671 0.74142 -3.88715
H -4.75601 -0.38086 -5.38643
H -6.25592 -1.16729 -4.74802
H -4.13870 1.39801 -1.75280
H -5.78504 0.65399 -1.72053
C -1.67132 -3.49737 -3.08112
C -1.76205 -5.06687 -3.07295
C -0.45958 -5.63603 -3.73126
S 0.80775 -4.61336 -3.11140
O 1.84563 -4.27907 -4.08325
O 1.21284 -5.24323 -1.87179
C -0.21137 -3.17986 -2.65957
H -2.40571 -3.10705 -2.35434
H -1.90104 -3.15628 -4.07789
H -2.67854 -5.40168 -3.50739
H -1.81034 -5.29736 -1.99849
H -0.43711 -5.52352 -4.84650
H -0.34514 -6.62158 -3.41182
H 0.16490 -2.30058 -3.16577
H -0.11628 -3.13787 -1.58575
C 0.91210 1.38489 -0.29498
C 0.09521 0.73121 -1.40563
C -0.81267 -0.30807 -0.70057
S 0.07028 -0.93904 0.67626
O 0.63033 -2.21671 0.41383
O -0.77401 -0.81900 1.89144
C 1.44745 0.20369 0.57791
H 0.25129 2.01690 0.36488
H 1.79754 1.96282 -0.65709
H 0.88422 0.17681 -1.93466
H -0.36769 1.44525 -2.00922
H -1.17855 -1.15110 -1.32035
H -1.67395 0.13616 -0.17755
H 2.20130 -0.35212 0.01467
H 1.72117 0.50195 1.58456
*
```

---

Going through the records in order, we get ΔE to the lowest compared entry with this formula, charge and spin values of 112.6; 117.7; 174.6; 0.0; 163.7; 117.4; 0.0 kcal/mol.
Going through the records in order, we get DFT total energy values of -834.15875; -324.53686; -2797.81892; -6169.33962; -324.46364; -395.96134; -10587.99934 hartree.
Going through the records in order, we get maximum force values of 1.66; 4.86; 3.33; 14.02; 0.39; 3.07; 3.32 eV/Å.